# C10H18S

C10H18S in the gas phase (ωB97M-V/def2-TZVPD, OMol25).

Geometry as XYZ:
```
29
Properties=species:S:1:pos:R:3:forces:R:3:lowdin_charge:R:1
C 0.3694 -1.7914 -1.2015 -0.1 -3.6 2.6 0.04
C 1.1293 0.0328 0.4449 0.4 -0.8 -0.8 -0.25
C 0.8882 -1.4813 0.0374 -0.2 1.2 -2.6 -0.37
C -1.0539 -0.4990 0.9101 -1.7 -0.5 0.6 -0.43
C -0.2901 0.6718 0.5038 0.6 1.1 -0.2 -0.60
C 2.1532 0.6739 -0.5301 -0.6 0.2 0.6 -0.05
C 1.5061 -2.4677 0.9075 1.7 -2.2 -0.3 -0.08
C -0.3766 1.6653 1.6818 -1.0 2.8 -0.9 -0.05
C -0.7153 1.4387 -0.7254 -0.4 -1.4 0.5 -0.03
C -3.6290 -0.8303 -0.8840 3.1 -1.2 0.5 -0.29
S -2.4959 -1.1644 0.6453 -0.4 -0.5 -0.1 0.91
H 0.0091 -1.1185 -1.9248 -0.2 1.0 -0.6 0.03
H 0.0772 -2.9640 -1.4102 1.0 3.1 0.5 0.13
H 1.5600 0.0876 1.4795 -0.4 -0.3 -0.9 0.15
H 3.1282 0.3299 -0.2274 0.5 -0.6 -0.5 0.07
H 2.2561 1.7326 -0.3960 -0.3 0.9 0.4 0.06
H 1.9134 0.5789 -1.5922 0.2 -0.6 0.2 0.08
H 2.5977 -2.3933 0.8264 0.1 0.2 -0.4 0.09
H 1.3522 -3.5622 0.7743 -0.5 0.8 -0.6 0.10
H 1.4066 -2.3290 1.9318 -0.9 0.7 2.0 0.05
H 0.0602 2.7647 1.6488 0.0 -2.6 -0.4 0.14
H -0.1006 1.0844 2.4678 1.6 -0.9 2.9 0.03
H -1.4021 1.9188 1.9685 -0.4 -0.3 -0.6 0.08
H 0.1627 1.8799 -1.0941 0.7 0.8 -1.3 0.06
H -1.3961 2.1569 -0.3897 -0.9 1.5 0.3 0.07
H -1.3106 0.8314 -1.3746 0.4 -0.4 -1.0 0.06
H -3.3178 0.0513 -1.3387 -0.4 2.0 -0.5 -0.01
H -4.6057 -1.0220 -0.6048 -2.0 0.4 0.7 -0.01
H -3.3685 -1.5809 -1.6072 0.3 -0.7 -0.2 0.02
```
Positions in Å, forces in eV/Å.

Results
E_HOMO (Eh): -0.2804
M (g mol⁻¹): 170.3
HOMO-LUMO gap (eV): 8.1
Total energy (Ha): -789.8131
LUMO energy (eV): 0.513